(1)
Molecular formula: H32O20S
Method: DFT, the ωB97M-V functional and the def2-TZVPD basis

Structure (ORCA input):
```
! RIJCOSX wB97M-V def2-TZVPD def2/J DEFGRID3
* xyz -2 1
S 0.111 0.349 0.058
O -0.533 -0.754 -0.514
O -0.491 1.495 -0.526
O 0.007 0.429 1.478
O 1.524 0.294 -0.277
O 2.004 -0.316 -2.628
H 1.980 -0.158 -1.609
H 0.970 -0.617 -2.921
O -0.964 -2.852 0.746
H -1.766 -2.682 1.220
H -0.777 -2.114 0.126
O -0.279 3.903 -0.093
H 0.563 3.750 0.363
H -0.490 2.894 -0.229
O 1.299 -2.862 1.707
H 1.099 -2.952 2.625
H 0.650 -2.962 1.089
O 3.227 -1.448 0.482
H 2.796 -1.656 1.335
H 2.579 -0.843 0.032
O -3.335 -1.443 1.502
H -4.143 -1.723 1.250
H -2.972 -1.097 0.674
O 3.646 1.809 0.260
H 4.103 1.662 1.062
H 3.005 1.080 0.439
O -2.984 1.654 -0.652
H -3.128 0.756 -0.848
H -2.133 1.679 -0.451
O -0.829 2.372 2.785
H -0.522 1.624 2.245
H -1.625 2.178 2.989
O 1.236 -3.639 -1.532
H 1.279 -2.868 -2.156
H 0.735 -3.200 -0.763
O 1.566 0.177 2.822
H 1.064 0.150 2.085
H 1.783 -0.793 2.923
O -1.557 -0.701 2.777
H -1.099 -0.418 1.959
H -2.479 -0.389 2.780
O -3.118 -1.166 -0.930
H -3.178 -1.688 -1.549
H -2.140 -1.064 -0.805
O -0.522 -1.476 -3.030
H -0.810 -0.895 -3.601
H -0.717 -1.055 -2.259
O -0.090 2.684 -2.924
H -0.465 2.214 -2.225
H -0.623 3.580 -2.833
O 2.324 3.361 -1.623
H 2.748 2.554 -1.251
H 1.468 3.182 -1.581
*
```

Computed properties:
- E_HOMO (Ha) = -0.1501
- F_max (eV/A) = 13.426
- E_tot (eV) = -52301.550

Mulliken atomic charge list, values in e, 5 entries:
1 S 0.686
2 O -0.540
3 O 0.127
4 O -0.512
5 O -0.601

=====

(2)
Molecular formula: C6H9N
Method: DFT, the ωB97M-V functional and the def2-TZVPD basis

Structure (ORCA input):
```
! RIJCOSX wB97M-V def2-TZVPD def2/J DEFGRID3
* xyz 0 1
C 2.354 -0.279 0.375
C 0.954 -0.158 -0.134
C 0.138 -1.065 -0.735
C -1.134 -0.450 -1.145
C -2.120 -0.082 0.411
C -0.978 0.854 -0.610
N 0.288 1.055 -0.073
H 2.420 -0.018 1.438
H 2.709 -1.305 0.253
H 3.030 0.386 -0.176
H 0.440 -2.081 -0.965
H -1.706 0.307 1.350
H -2.247 -1.154 0.533
H -3.086 0.372 0.199
H -1.582 1.725 -0.849
H 0.581 1.850 0.474
*
```

Computed properties:
- E_HOMO (Ha) = -0.2825
- F_max (eV/A) = 0.488
- E_tot (eV) = -7854.399

Mulliken atomic charge list, values in e, 5 entries:
1 C -1.190
2 C 0.372
3 C -0.377
4 C -0.672
5 C -1.032

=====

(3)
Molecular formula: C4H12N2S2
Method: DFT, the ωB97M-V functional and the def2-TZVPD basis

Structure (ORCA input):
```
! RIJCOSX wB97M-V def2-TZVPD def2/J DEFGRID3
* xyz 0 1
N 1.632 0.005 3.012
C 1.494 -1.098 2.027
C 0.224 -2.019 1.998
S -1.025 -1.610 0.627
S -1.184 0.371 0.220
C -0.329 0.891 -1.322
C -1.350 1.134 -2.408
N -0.689 1.688 -3.713
H 0.904 0.773 2.866
H 1.279 -0.251 3.935
H 1.576 -0.583 1.095
H 2.349 -1.784 2.278
H 0.426 -3.089 1.839
H -0.217 -2.073 3.007
H 0.559 0.261 -1.418
H 0.089 1.984 -1.002
H -2.149 1.736 -2.056
H -1.716 0.153 -2.603
H -0.849 0.991 -4.326
H -1.025 2.521 -4.056
*
```

Computed properties:
- E_HOMO (Ha) = -0.3172
- F_max (eV/A) = 5.329
- structure (SMILES) = NCCSSCCN
- E_tot (eV) = -28991.818

Mulliken atomic charge list, values in e, 5 entries:
1 N -0.638
2 C -0.426
3 C -0.498
4 S -0.110
5 S -0.125

=====

(4)
Molecular formula: C46H57BKN8O2PS4
Method: DFT, the ωB97M-V functional and the def2-TZVPD basis

Structure (ORCA input):
```
! RIJCOSX wB97M-V def2-TZVPD def2/J DEFGRID3
* xyz -2 1
K -0.072 0.698 -1.343
C 1.140 2.853 4.021
C 0.175 2.122 4.956
C 0.861 0.968 5.687
C -0.328 3.120 5.998
N -0.975 1.603 4.170
C -2.304 1.990 4.337
C -3.021 1.373 3.383
N -2.163 0.604 2.623
B -2.566 -0.058 1.266
N -3.891 0.598 0.822
C -5.134 0.013 0.737
C -5.945 0.852 0.072
N -5.197 1.982 -0.259
C -3.916 1.815 0.216
S -2.598 2.870 0.115
C -5.654 3.074 -1.153
C -4.820 3.066 -2.431
C -5.567 4.411 -0.416
C -7.116 2.832 -1.537
N -2.734 -1.596 1.444
C -2.442 -2.309 2.590
C -2.425 -3.619 2.278
N -2.696 -3.735 0.915
C -2.908 -2.474 0.405
S -3.319 -2.025 -1.171
C -2.776 -5.017 0.154
C -4.209 -5.210 -0.339
C -1.784 -5.021 -1.013
C -2.414 -6.184 1.073
C -0.903 0.732 3.113
S 0.445 -0.128 2.545
H 1.947 3.297 4.611
H 0.613 3.649 3.490
H 1.567 2.176 3.284
H 1.711 1.355 6.255
H 1.214 0.219 4.980
H 0.162 0.498 6.386
H 0.534 3.477 6.564
H -1.025 2.661 6.701
H -0.803 3.986 5.533
H -2.619 2.682 5.093
H -4.067 1.454 3.144
H -1.749 0.145 0.421
H -5.320 -0.976 1.120
H -6.977 0.739 -0.196
H -3.767 3.268 -2.235
H -5.213 3.827 -3.112
H -4.895 2.090 -2.917
H -4.541 4.611 -0.117
H -6.205 4.382 0.472
H -5.917 5.217 -1.069
H -7.232 1.912 -2.112
H -7.438 3.665 -2.164
H -7.774 2.797 -0.666
H -2.206 -1.816 3.517
H -2.200 -4.464 2.897
H -4.502 -4.384 -0.987
H -4.897 -5.261 0.510
H -4.276 -6.148 -0.897
H -1.979 -4.201 -1.702
H -1.871 -5.973 -1.548
H -0.769 -4.926 -0.641
H -3.105 -6.280 1.913
H -1.392 -6.089 1.448
H -2.468 -7.102 0.487
O -0.663 1.447 -3.715
C 0.569 1.385 -3.819
O 1.288 0.442 -3.352
C 1.364 2.494 -4.480
C 1.617 2.420 -5.843
C 2.421 3.358 -6.485
C 2.977 4.381 -5.724
C 2.730 4.457 -4.360
C 1.919 3.525 -3.684
S 1.648 3.649 -1.960
H 1.175 1.602 -6.403
H 2.610 3.288 -7.551
H 3.614 5.126 -6.192
H 3.177 5.251 -3.774
N 1.681 -2.303 -2.930
C 1.558 -2.772 -1.656
C 2.339 -3.857 -1.201
C 2.184 -4.301 0.092
C 1.242 -3.688 0.914
C 0.509 -2.645 0.374
N 0.653 -2.180 -0.868
H 2.553 -2.525 -3.379
H 1.373 -1.336 -3.105
H 3.074 -4.303 -1.863
H 2.806 -5.109 0.463
H 1.093 -3.980 1.946
H -0.215 -2.123 0.984
C 3.481 1.546 0.534
P 3.584 0.101 -0.599
C 4.459 -1.125 0.431
C 4.083 -1.309 1.764
C 4.613 -2.348 2.518
C 5.528 -3.229 1.957
C 5.905 -3.063 0.630
C 5.372 -2.027 -0.124
C 4.860 0.746 -1.743
C 6.197 0.987 -1.416
C 7.038 1.609 -2.328
C 6.543 2.017 -3.565
C 5.216 1.792 -3.893
C 4.375 1.146 -2.989
H 2.735 1.357 1.309
H 3.129 2.378 -0.079
H 4.446 1.789 0.986
H 3.350 -0.650 2.220
H 4.293 -2.471 3.547
H 5.936 -4.044 2.546
H 6.613 -3.747 0.175
H 5.667 -1.915 -1.161
H 6.575 0.690 -0.445
H 8.076 1.791 -2.069
H 7.198 2.520 -4.269
H 4.808 2.123 -4.843
H 3.340 0.945 -3.246
*
```

Computed properties:
- E_HOMO (Ha) = -0.0389
- F_max (eV/A) = 1.167
- E_tot (eV) = -134284.291

Mulliken atomic charge list, values in e, 5 entries:
1 K 0.404
2 C -1.185
3 C 1.493
4 C -1.528
5 C -2.276

=====

Energy relative to the best compared isomer or geometry (same formula, charge and spin) (computed, kcal/mol): 242.7; 86.7; 35.3; 0.0
Molecular weight (computed, g mol⁻¹): 384.30; 95.14; 152.29; 963.17